The following is a quantum chemistry calculation of a cluster of 2 separate species, C35H58FN4O6 in total, from the OMol25 dataset.

```
104
Properties=species:S:1:pos:R:3:forces:R:3
C -0.29930 -1.95052 3.12417 0.3262 -0.6295 -0.6862
C -0.93513 -1.56022 2.17428 0.4898 1.5741 -0.1937
C -1.45718 -0.71916 1.01668 -0.0719 -1.8786 0.9296
C -1.00452 0.76244 1.10860 -0.5686 -0.1186 2.0802
C -2.04880 1.54220 1.98987 -0.2895 0.1720 1.6382
C -1.84524 1.16559 3.51590 -0.0451 -0.6228 0.1734
C -3.05519 0.35958 4.08054 0.7948 1.1418 0.2790
C -4.30259 1.28492 4.16672 0.0156 -1.0456 -0.5315
N -4.20491 2.58067 4.72567 0.0740 -0.6857 -0.6723
O -5.34498 0.83449 3.74352 -0.1802 0.3442 0.3796
O -1.96977 2.98219 1.99818 -0.0422 -0.3825 -1.3912
C -1.00587 3.52394 1.08055 -0.1444 -0.2556 1.6152
C -1.00896 5.05397 1.33787 0.4447 0.7808 0.4838
C -2.22406 5.89412 0.87642 -0.2784 0.1897 0.2356
C 0.37883 5.77904 1.12660 -0.6900 0.1827 0.5247
C 1.48697 5.30979 2.12691 0.0283 0.8022 -0.3605
C -1.18584 2.90540 -0.31807 0.2583 4.1150 -2.7971
C -0.23802 3.73197 -1.32349 1.0205 -1.3489 0.0054
C -0.92456 4.87578 -2.06275 -0.4768 0.9462 -1.1877
O -1.55863 4.71802 -3.05242 0.1605 -0.4824 0.4987
F -0.74052 6.19616 -1.70611 0.4965 -1.4188 0.6780
N -2.39371 2.94351 -0.98727 -0.2366 0.1459 3.3707
C -3.60638 2.84261 -0.59379 -2.1159 -1.5884 -0.0342
C -4.33628 1.46446 -0.70198 0.0600 0.2494 0.0756
C -4.58760 3.94328 -0.13449 0.1628 0.0841 -1.2730
N -0.63612 1.39854 -0.23373 0.4619 -1.0053 1.0146
C 0.84010 1.29292 -0.29967 2.8663 -0.7827 -0.5472
O 1.30432 -0.05827 -0.11750 -0.7065 0.7141 -0.1537
C 2.41081 -0.32387 -0.92899 1.0888 -0.9777 -1.1791
C 3.65876 0.31290 -0.79179 -0.7883 -0.1473 0.0949
C 4.72077 -0.05434 -1.63806 -0.1403 0.2295 0.2317
C 4.56944 -1.02084 -2.64148 -0.4448 -0.0649 0.1055
C 3.32322 -1.65982 -2.79664 0.3230 0.7398 0.7890
C 2.27760 -1.31092 -1.92357 -0.1961 -0.3752 -0.2820
O -1.35719 0.71134 -1.19190 -0.1907 -0.2006 -0.4279
C -0.74575 0.26056 -2.38529 0.7275 -1.2374 -2.2037
C -1.86574 -0.00773 -3.44778 -0.7033 -1.7869 1.3335
C -2.70957 -1.22117 -2.89170 -0.5218 0.4300 0.1652
O -1.27519 -0.46999 -4.66248 -0.1183 1.1891 0.2892
H 0.42613 -2.45804 3.74938 -0.7114 0.3363 -0.0437
H -2.55983 -0.84168 1.06017 0.5269 0.4012 -0.4622
H -1.07382 -1.27454 0.14132 -0.2735 0.7230 0.1588
H -0.11352 0.76012 1.76921 -0.1124 0.1353 -0.9724
H -3.10272 1.24149 1.79627 0.6692 0.3013 -0.5672
H -0.90436 0.60974 3.68812 -0.4996 0.1841 -0.2006
H -1.75886 2.08336 4.13286 0.0239 -0.3180 -0.6896
H -2.76934 0.00570 5.08969 -0.3370 0.1942 -0.3920
H -3.27991 -0.52218 3.46068 -0.1645 0.4489 0.2873
H -3.59009 3.16912 4.16608 0.1198 -0.0247 0.4331
H -5.13911 2.98254 4.75234 0.1477 -0.0258 -0.0465
H -0.01854 3.21382 1.50909 -0.3328 -0.0090 -0.8269
H -1.08579 5.10633 2.45114 0.0241 -0.4115 -0.6419
H -1.98777 6.97415 0.95813 0.0184 -0.6213 -0.0777
H -2.58688 5.72579 -0.14650 0.2833 -0.0391 0.3984
H -3.06445 5.72694 1.58078 0.3766 -0.0070 -0.5416
H 0.15524 6.83159 1.40019 0.1493 -0.5442 -0.3692
H 0.70355 5.82275 0.07722 -0.0044 -0.1940 0.5070
H 1.55122 6.05394 2.94699 -0.0158 -0.5054 -0.3858
H 2.46211 5.34968 1.60302 -0.3878 -0.4003 0.5019
H 1.30052 4.33742 2.61639 0.2057 0.2595 -0.4519
H 0.74906 3.95743 -0.88601 -0.5767 0.3224 -0.0691
H -0.02141 3.02992 -2.15767 -0.2118 0.5297 0.3542
H -5.31562 1.46615 -0.19416 0.4608 0.1502 -0.1965
H -3.73485 0.65112 -0.26271 -0.0849 0.3688 -0.3964
H -4.52629 1.21294 -1.76599 0.2308 0.2104 0.4783
H -4.48839 4.17711 0.93779 0.2697 -0.0322 -0.4947
H -5.63931 3.64301 -0.30801 0.6797 -0.1194 0.1239
H -4.42397 4.82124 -0.79125 0.0487 -0.1817 0.7753
H 1.31567 1.59389 -1.24972 -1.0191 0.3428 0.1858
H 1.35474 1.87579 0.49120 -1.1373 0.1901 -0.2519
H 3.76093 1.08804 -0.01762 0.2383 -0.4182 -0.3910
H 5.67773 0.45382 -1.47257 -0.3520 -0.3076 -0.2432
H 5.40557 -1.28289 -3.30015 -0.3474 0.1717 0.3593
H 3.16286 -2.41738 -3.57061 0.0739 0.3197 0.3765
H 1.33582 -1.85932 -2.05256 0.3766 0.3413 0.2823
H 0.02598 0.87406 -2.88647 -0.3863 0.3363 0.7431
H -0.28321 -0.73424 -2.21535 -0.1746 0.6665 0.0538
H -2.53210 0.86165 -3.58805 0.5615 -0.1537 0.0043
H -3.79276 -0.99178 -2.92556 0.5158 -0.2078 0.0326
H -2.45306 -1.45912 -1.84169 -0.1812 0.1854 -0.4380
H -2.54767 -2.13895 -3.48363 0.1174 0.5992 0.1211
H -1.63151 0.10419 -5.35376 0.3595 -0.2584 -0.0962
C 4.21633 -8.92540 -0.06872 -0.0881 0.0044 0.0257
C 4.54818 -7.43934 -0.09631 -0.0369 -0.2164 0.0556
N 3.93806 -6.73278 -1.20999 0.0646 0.2368 -0.2541
C 4.48452 -5.40195 -1.41656 0.2288 0.0457 -0.0490
C 4.27627 -4.36281 -0.31129 -0.0020 0.2128 -0.0277
C 2.49244 -6.84016 -1.31852 -0.1702 -0.2933 0.0319
C 1.64721 -6.38990 -0.12179 -0.1784 0.0586 -0.0267
H 4.46302 -9.40003 -1.01988 -0.0390 0.0581 -0.0058
H 4.79588 -9.41875 0.71325 -0.0217 0.0367 -0.0027
H 3.16129 -9.10394 0.14641 0.0203 -0.0306 -0.0236
H 5.63522 -7.35392 -0.18431 -0.0544 0.2140 -0.0945
H 4.27732 -6.99628 0.87304 0.0365 -0.0221 0.0822
H 4.09636 -4.99808 -2.35776 -0.1306 -0.1145 0.0259
H 5.56226 -5.50573 -1.58270 -0.0247 -0.1223 0.0752
H 3.24808 -4.00128 -0.28442 -0.0080 -0.0314 0.0806
H 4.91271 -3.49422 -0.50207 -0.0040 -0.0176 -0.0008
H 4.53976 -4.74730 0.67509 -0.0290 -0.0309 -0.0302
H 2.24458 -7.88394 -1.53120 0.0917 -0.0067 0.0667
H 2.15933 -6.29882 -2.20905 0.2019 0.0902 0.0106
H 2.02741 -6.77574 0.82542 0.0325 0.0079 -0.0296
H 0.62645 -6.76377 -0.23558 0.0334 -0.0086 -0.0036
H 1.58207 -5.30410 -0.05256 0.0609 -0.0052 0.0932
```
Positions in Å, forces in eV/Å.

Values from the calculation:
- max |F| (eV Å⁻¹) = 4.98
- spin multiplicity = 1
- HOMO (eV) = -9.636
- total charge = +1
- gap between HOMO and LUMO (eV) = 6.73
- E_LUMO (Eh) = -0.1067
- M (g mol⁻¹) = 649.9
- electronic energy (hartree) = -2138.2309